# 1
Molecular formula: C6H10O
Method: DFT, ωB97M-V with the def2-TZVPD basis set

Each line ends with the Löwdin charge.
Positions of all 17 atoms, in Å:
C: -2.50 -0.13 0.86  -0.116
C: -1.69 1.15 0.71  -0.263
C: -0.27 1.01 0.29  -0.132
C: 0.46 -0.08 0.12  -0.126
C: 1.79 0.01 -0.50  -0.109
C: 2.34 -1.02 -1.12  -0.219
O: 3.57 -0.97 -1.71  0.005
H: -2.87 -0.48 -0.10  0.072
H: -1.92 -0.94 1.31  0.060
H: -3.34 0.02 1.54  0.068
H: -2.25 1.83 0.06  0.107
H: -1.68 1.63 1.70  0.108
H: 0.24 1.95 0.08  0.108
H: 0.16 -1.09 0.38  0.105
H: 2.40 0.90 -0.40  0.117
H: 1.86 -2.00 -1.07  0.122
H: 3.71 -1.80 -2.17  0.092

Output
* total charge: 0
* orbital gap: 8.82 eV
* SMILES: CC/C=C/C=C/O
* HOMO energy: -7.975 eV
* lowest unoccupied orbital energy: 0.844 eV
* ΔE to the lowest compared entry with this formula, charge and spin: 22.4 kcal per mole



# 2
Molecular formula: CH3O4S3
Method: DFT, ωB97M-V with the def2-TZVPD basis set

Each line ends with the Löwdin charge.
Positions of all 11 atoms, in Å:
C: -1.43 -0.01 -0.55  -1.104
O: 2.65 0.38 0.49  -0.365
O: 1.06 0.40 -1.43  -0.334
O: 1.26 -1.43 0.16  -0.254
O: 0.25 0.78 0.76  -0.417
S: -2.35 1.44 0.00  0.619
S: -1.88 -1.40 0.12  0.557
S: 1.31 0.20 -0.05  0.346
H: -0.86 0.01 -1.51  0.025
H: -2.07 1.21 1.27  -0.151
H: 2.06 -1.56 0.73  0.078

Output
* total charge: -1
* orbital gap: 7.70 eV
* HOMO energy: -4.485 eV
* lowest unoccupied orbital energy: 3.219 eV
* ΔE to the lowest compared entry with this formula, charge and spin: 3.9 kcal per mole



# 3
Molecular formula: CH3OP
Method: DFT, ωB97M-V with the def2-TZVPD basis set

Each line ends with the Löwdin charge.
Positions of all 6 atoms, in Å:
C: 1.47 0.59 0.16  -0.373
O: 2.38 -0.06 -0.14  -0.063
P: -0.45 -0.18 -0.01  0.748
H: -1.06 0.29 1.15  -0.089
H: -1.19 0.69 -0.88  -0.071
H: -1.15 -1.33 -0.27  -0.152

Output
* total charge: 0
* orbital gap: 9.07 eV
* SMILES: O=C=[PH3]
* HOMO energy: -8.214 eV
* lowest unoccupied orbital energy: 0.860 eV
* ΔE to the lowest compared entry with this formula, charge and spin: 49.4 kcal per mole



# 4
Molecular formula: C2HBrF2S
Method: DFT, ωB97M-V with the def2-TZVPD basis set

Each line ends with the Löwdin charge.
Positions of all 7 atoms, in Å:
C: -0.44 1.09 1.70  -0.686
C: -0.82 1.80 0.49  -0.600
F: 0.21 1.82 -0.39  0.056
F: -1.77 2.74 0.28  0.072
S: 0.16 -0.34 2.15  0.863
Br: -2.10 -0.04 -0.52  0.206
H: -0.65 1.69 2.62  0.089

Output
* total charge: 0
* orbital gap (spin up / spin down): 8.34 / 6.11 eV
* spin multiplicity: 3
* HOMO energy (spin up / spin down): -8.609 / -9.572 eV
* lowest unoccupied orbital energy (spin up / spin down): -0.273 / -3.465 eV
* ΔE to the lowest compared entry with this formula, charge and spin: 4.0 kcal per mole



# 5
Molecular formula: C29H28CeN7OS
Method: DFT, ωB97M-V with the def2-TZVPD basis set

Each line ends with the Löwdin charge.
Positions of all 67 atoms, in Å:
Ce: 1.13 0.17 -0.31  1.206
C: -4.24 0.80 -0.30  -0.059
C: -4.29 -0.64 0.11  -0.121
N: -2.96 -1.35 -0.15  -0.060
C: -2.91 -2.46 -1.13  -0.170
C: -2.38 -1.94 -2.45  -0.065
C: -1.91 -0.91 0.53  -0.577
S: -0.39 -1.85 0.33  0.845
N: -2.07 -0.06 1.56  0.139
C: -1.15 0.72 1.96  -0.249
O: -0.04 1.08 1.14  -0.272
C: -1.24 1.22 3.36  -0.156
C: -2.21 0.52 4.14  0.033
C: -2.35 0.93 5.44  -0.036
C: -1.66 1.98 5.99  -0.020
C: -0.74 2.65 5.21  -0.021
C: -0.55 2.25 3.88  -0.022
H: -5.19 1.18 -0.59  0.091
H: -3.63 0.97 -1.22  0.076
H: -3.82 1.43 0.44  0.060
H: -5.02 -1.16 -0.52  0.137
H: -4.53 -0.74 1.16  0.129
H: -3.96 -2.76 -1.25  0.140
H: -2.25 -3.20 -0.69  0.095
H: -3.02 -1.13 -2.85  0.104
H: -2.40 -2.68 -3.23  0.084
H: -1.31 -1.67 -2.50  0.030
H: -2.79 -0.18 3.67  0.083
H: -3.04 0.39 6.05  0.115
H: -1.84 2.30 7.01  0.131
H: -0.28 3.52 5.58  0.103
H: 0.17 2.80 3.22  0.136
C: 4.18 1.05 3.57  0.014
C: 4.09 -0.36 3.67  0.006
C: 3.68 -1.06 2.58  0.032
C: 3.44 -0.38 1.40  -0.314
C: 3.59 0.99 1.27  -0.070
C: 3.94 1.75 2.38  0.001
N: 3.22 -1.01 0.18  -0.076
N: 3.22 -2.23 0.02  0.195
C: 2.70 -2.54 -1.22  -0.304
C: 3.04 -3.73 -1.82  0.067
C: 2.64 -4.00 -3.12  0.057
C: 1.75 -3.09 -3.75  0.028
C: 1.33 -2.00 -3.02  -0.090
N: 1.86 -1.64 -1.81  -0.043
H: 4.43 1.60 4.55  0.165
H: 4.25 -0.69 4.68  0.132
H: 3.57 -2.12 2.59  0.132
H: 3.79 1.35 0.26  0.131
H: 4.09 2.81 2.33  0.128
H: 3.70 -4.35 -1.26  0.140
H: 2.92 -4.81 -3.69  0.115
H: 1.38 -3.23 -4.77  0.145
H: 0.61 -1.26 -3.44  0.126
N: -3.36 2.27 -4.23  0.233
C: -2.22 2.32 -4.04  -0.150
C: -0.82 2.25 -3.81  -0.170
C: 0.11 2.88 -4.66  0.096
C: 1.48 2.67 -4.43  0.031
C: 1.83 1.90 -3.35  -0.098
N: 0.98 1.44 -2.44  -0.096
C: -0.33 1.62 -2.66  -0.073
H: -0.30 3.48 -5.44  0.144
H: 2.21 3.03 -5.12  0.135
H: 2.92 1.73 -3.19  0.155
H: -1.07 1.19 -1.80  0.170

Output
* total charge: +3
* orbital gap: 5.07 eV
* HOMO energy: -16.393 eV
* lowest unoccupied orbital energy: -11.327 eV
* ΔE to the lowest compared entry with this formula, charge and spin: 0.0 kcal per mole



# 6
Molecular formula: C3H38N2O16
Method: DFT, ωB97M-V with the def2-TZVPD basis set

Each line ends with the Löwdin charge.
Positions of all 59 atoms, in Å:
C: -0.52 1.10 -0.98  -0.314
N: 0.60 0.29 -1.09  0.049
C: 0.92 -0.60 -2.21  -0.122
C: -0.10 -1.80 -1.93  -0.260
N: 0.00 -2.40 -0.62  0.010
O: -0.62 1.93 -0.07  -0.048
H: -1.43 0.82 -1.51  0.127
H: 1.21 0.41 -0.30  0.097
H: 1.90 -1.15 -2.10  0.139
H: 0.78 -0.07 -3.12  0.054
H: -1.15 -1.61 -2.09  0.080
H: 0.04 -2.61 -2.72  0.098
H: -0.41 -1.83 0.10  0.066
H: 0.89 -2.74 -0.34  0.058
H: -2.74 -3.24 2.72  0.003
H: -1.77 -4.32 3.04  0.021
O: -2.55 -3.91 3.40  -0.053
H: 2.24 1.01 1.75  0.030
H: 3.65 0.98 1.69  0.060
O: 2.94 1.11 1.05  -0.120
H: 2.28 -2.25 1.59  0.054
H: 2.91 -0.80 1.54  -0.003
O: 2.22 -1.36 1.23  -0.053
H: 0.53 2.48 -4.29  0.067
H: -0.21 2.24 -3.11  0.035
O: -0.10 1.83 -3.97  -0.040
H: -1.09 -0.44 4.32  0.072
H: -1.61 -1.31 3.24  0.014
O: -0.81 -0.78 3.44  -0.079
H: -2.18 -0.37 2.05  0.049
H: -3.52 -0.97 2.11  0.070
O: -2.68 -1.14 1.69  -0.053
H: 1.82 4.00 2.31  0.065
H: 3.33 3.55 2.58  0.059
O: 2.53 3.91 2.99  -0.059
H: -0.94 2.07 2.27  0.043
H: -1.90 3.23 2.74  0.044
O: -1.67 2.30 2.94  -0.100
H: -1.16 -5.01 0.46  0.023
H: -1.24 -4.00 -0.64  0.014
O: -1.79 -4.39 0.08  -0.099
H: -0.58 -2.50 -4.51  -0.026
H: -1.79 -3.13 -4.46  0.045
O: -0.87 -3.42 -4.52  -0.076
H: -0.35 4.06 0.51  0.017
H: 0.45 3.64 -0.70  -0.004
O: 0.49 4.19 0.06  -0.049
H: -1.37 0.10 -4.84  0.055
H: 0.08 0.06 -5.17  0.056
O: -0.63 -0.52 -4.83  -0.069
H: -4.16 -0.96 -1.46  0.043
H: -3.11 -0.81 -0.26  0.021
O: -3.24 -0.79 -1.24  -0.072
H: 3.43 3.31 -0.84  0.028
H: 3.77 1.91 -0.45  0.036
O: 4.08 2.84 -0.28  -0.100
H: 1.98 2.34 3.56  0.019
H: 1.15 0.97 3.72  0.037
O: 1.99 1.37 3.46  -0.058

Output
* total charge: 0
* orbital gap: 8.67 eV
* HOMO energy: -8.866 eV
* lowest unoccupied orbital energy: -0.195 eV
* ΔE to the lowest compared entry with this formula, charge and spin: 112.7 kcal per mole



# 7
Molecular formula: C3H3F6N
Method: DFT, ωB97M-V with the def2-TZVPD basis set

Each line ends with the Löwdin charge.
Positions of all 13 atoms, in Å:
C: 0.50 1.32 0.44  -0.341
C: 0.23 0.06 -0.42  -0.084
C: 0.74 -1.28 0.15  -0.652
N: -2.03 -0.51 -0.29  0.125
F: -0.29 2.36 0.12  0.092
F: 1.74 1.76 0.17  0.106
F: 0.43 0.30 -1.71  0.124
F: 0.27 -1.39 1.36  0.183
F: 0.43 -2.36 -0.52  0.190
F: 2.09 -1.27 0.31  0.143
H: 0.38 1.16 1.43  0.127
H: -2.09 0.29 0.25  -0.063
H: -2.40 -0.44 -1.30  0.050

Output
* total charge: 0
* orbital gap (spin up / spin down): 10.02 / 9.23 eV
* HOMO energy (spin up / spin down): -10.985 / -10.150 eV
* lowest unoccupied orbital energy (spin up / spin down): -0.969 / -0.919 eV
* ΔE to the lowest compared entry with this formula, charge and spin: 88.5 kcal per mole



# 8
Molecular formula: C3H7ClNOS
Method: DFT, ωB97M-V with the def2-TZVPD basis set

Each line ends with the Löwdin charge.
Positions of all 14 atoms, in Å:
C: -0.23 1.14 1.30  0.298
C: 1.22 -0.08 -0.10  0.033
C: -1.27 -0.56 -0.03  0.008
N: -0.14 0.25 0.38  -0.227
O: -0.56 1.58 4.50  -0.614
S: -1.26 2.80 4.26  0.489
Cl: -3.19 2.44 3.67  0.141
H: 0.77 1.76 1.58  0.182
H: 1.92 -0.49 0.59  0.110
H: 1.70 0.79 -0.41  0.093
H: 0.94 -0.74 -0.91  0.110
H: -2.19 0.05 0.35  0.155
H: -1.14 -1.54 0.47  0.130
H: -1.26 -0.87 -1.04  0.092

Output
* total charge: +1
* orbital gap (spin up / spin down): 9.26 / 5.07 eV
* HOMO energy (spin up / spin down): -14.637 / -12.295 eV
* lowest unoccupied orbital energy (spin up / spin down): -5.377 / -7.230 eV
* ΔE to the lowest compared entry with this formula, charge and spin: 41.9 kcal per mole



# 9
Molecular formula: C23H27N3O2
Method: DFT, ωB97M-V with the def2-TZVPD basis set

Each line ends with the Löwdin charge.
Positions of all 55 atoms, in Å:
C: -4.46 -2.91 -1.08  -0.109
C: -3.64 -3.20 -2.36  -0.244
C: -2.70 -2.07 -2.80  -0.215
C: -1.22 -2.35 -2.54  -0.180
C: -0.87 -2.80 -1.10  -0.128
C: 0.11 -1.85 -0.46  -0.142
C: 1.47 -2.10 -0.62  0.034
C: 2.47 -1.26 -0.16  -0.147
C: 3.89 -1.59 -0.51  -0.220
N: 4.43 -0.61 -1.47  0.012
C: 2.12 -0.10 0.54  -0.079
C: 3.22 0.83 1.02  -0.176
N: 4.12 0.16 1.95  -0.104
C: 3.57 0.08 3.32  -0.100
C: 0.76 0.18 0.70  -0.016
C: -0.24 -0.68 0.20  -0.037
C: -1.66 -0.29 0.40  -0.301
O: -2.56 -1.08 0.55  0.104
C: -1.94 1.17 0.41  0.095
C: -1.01 2.00 0.90  -0.089
C: -1.21 3.46 1.06  -0.181
C: -2.15 3.98 1.94  -0.001
C: -2.30 5.37 2.03  -0.134
N: -1.57 6.22 1.31  0.058
C: -0.67 5.72 0.47  -0.135
C: -0.45 4.36 0.32  -0.003
C: 0.26 1.40 1.42  -0.268
O: 0.79 1.90 2.39  0.128
H: -4.02 -3.40 -0.21  0.065
H: -4.45 -1.85 -0.85  0.054
H: -5.48 -3.25 -1.18  0.064
H: -4.34 -3.41 -3.17  0.096
H: -3.05 -4.10 -2.20  0.102
H: -2.81 -1.94 -3.88  0.103
H: -2.99 -1.12 -2.36  0.100
H: -0.65 -1.45 -2.78  0.111
H: -0.90 -3.12 -3.25  0.109
H: -1.77 -2.90 -0.50  0.091
H: -0.38 -3.77 -1.14  0.114
H: 1.77 -3.00 -1.16  0.123
H: 4.50 -1.57 0.39  0.097
H: 3.91 -2.61 -0.92  0.105
H: 3.68 -0.24 -2.03  0.070
H: 5.08 -1.06 -2.11  0.064
H: 2.79 1.72 1.47  0.102
H: 3.79 1.15 0.15  0.111
H: 4.97 0.70 1.98  0.103
H: 2.50 0.23 3.30  0.065
H: 3.79 -0.89 3.76  0.070
H: 3.99 0.85 3.97  0.078
H: -2.92 1.51 0.10  0.138
H: -2.77 3.33 2.55  0.118
H: -3.02 5.79 2.71  0.105
H: -0.09 6.43 -0.11  0.104
H: 0.31 4.01 -0.38  0.118

Output
* total charge: 0
* orbital gap: 7.79 eV
* SMILES: CCCCCc1cc(CN)c(CNC)c2c1C(=O)C=C(c1ccncc1)C2=O
* HOMO energy: -8.728 eV
* lowest unoccupied orbital energy: -0.935 eV
* ΔE to the lowest compared entry with this formula, charge and spin: 77.7 kcal per mole



# 10
Molecular formula: C5H12N2O
Method: DFT, ωB97M-V with the def2-TZVPD basis set

Each line ends with the Löwdin charge.
Positions of all 20 atoms, in Å:
C: 0.98 0.34 -0.23  -0.335
C: -1.72 1.35 -0.45  0.002
C: 1.26 0.70 1.23  -0.059
C: 2.10 -0.46 -0.87  -0.067
C: -1.55 0.02 -0.24  -0.456
N: -2.60 -0.83 0.08  0.104
O: -0.24 -1.87 0.27  -0.014
N: -0.30 -0.57 -0.28  -0.107
H: -0.26 -1.78 1.24  0.107
H: 0.81 1.24 -0.81  0.117
H: -3.50 -0.51 -0.26  0.092
H: -2.43 -1.80 -0.13  0.086
H: -0.96 1.99 -0.85  0.027
H: -2.70 1.77 -0.37  0.037
H: 1.51 -0.19 1.80  0.074
H: 0.38 1.17 1.67  0.076
H: 2.09 1.40 1.28  0.081
H: 3.02 0.12 -0.86  0.080
H: 1.85 -0.70 -1.90  0.081
H: 2.26 -1.39 -0.33  0.074

Output
* total charge: 0
* orbital gap: 8.22 eV
* SMILES: C=C(N)N(O)C(C)C
* HOMO energy: -7.384 eV
* lowest unoccupied orbital energy: 0.835 eV
* ΔE to the lowest compared entry with this formula, charge and spin: 76.8 kcal per mole



# 11
Molecular formula: C3H2O3
Method: DFT, ωB97M-V with the def2-TZVPD basis set

Each line ends with the Löwdin charge.
Positions of all 8 atoms, in Å:
O: -2.07 0.27 0.89  0.104
C: -0.89 0.51 0.81  -0.165
C: -0.14 0.29 -0.50  -0.296
O: -0.43 0.85 -1.53  0.147
C: 1.01 -0.72 -0.45  -0.157
O: 1.28 -1.29 0.57  0.096
H: -0.30 0.91 1.66  0.135
H: 1.54 -0.87 -1.41  0.136

Output
* total charge: 0
* orbital gap: 8.71 eV
* SMILES: O=CC(=O)C=O
* HOMO energy: -10.043 eV
* lowest unoccupied orbital energy: -1.334 eV
* ΔE to the lowest compared entry with this formula, charge and spin: 36.5 kcal per mole



# 12
Molecular formula: C3H3IN2S
Method: DFT, ωB97M-V with the def2-TZVPD basis set

Each line ends with the Löwdin charge.
Positions of all 10 atoms, in Å:
C: -0.21 -0.80 -0.15  -0.148
C: -1.61 -0.83 0.14  -0.298
C: 0.32 0.48 -0.10  -0.847
N: -2.14 0.29 0.45  -0.291
N: 1.53 0.81 -0.46  -0.514
S: -0.95 1.51 0.38  0.987
I: 3.23 -0.16 0.29  0.743
H: 0.12 -1.63 -0.62  0.060
H: -2.21 -1.73 0.25  0.112
H: 1.92 2.05 -0.20  0.197

Output
* total charge: 0
* orbital gap: 7.42 eV
* HOMO energy: -8.592 eV
* lowest unoccupied orbital energy: -1.168 eV
* ΔE to the lowest compared entry with this formula, charge and spin: 51.8 kcal per mole



Look up the total charge of the sixth one. 0